Record 1
Formula: C9H21N4O3Pt
Source: the Open Molecules 2025 dataset
Level of theory: wB97M-V/def2-TZVPD

Summary:
Orbital gap (spin up / spin down) = 0.173 / 0.214 hartree
Total charge = +1
LUMO energy (spin up / spin down) = -3.651 / -6.813 eV
Multiplicity = 5

The geometry in XYZ format:
```
38
Properties=species:S:1:pos:R:3:lowdin_charge:R:1
C 3.93263 -0.35036 -1.10043 -0.089
Pt 1.80082 0.70487 -1.80092 1.203
N -0.04187 1.21985 -2.80156 -0.027
N 2.70254 1.83050 -3.26237 -0.062
H -0.54671 1.95360 -2.28193 0.088
H 3.02661 -0.58968 -1.72975 -0.055
H 4.03966 -1.17728 -0.39669 0.060
H 3.91391 0.56546 -0.51412 0.034
H 4.79162 -0.34793 -1.77691 0.051
H 2.37995 2.80070 -3.16841 0.092
H 2.48797 1.49175 -4.20630 0.086
H 3.72260 1.86080 -3.17295 0.086
H 0.01377 1.53500 -3.77654 0.075
H -0.62801 0.37566 -2.79588 0.075
C -1.70505 -1.71430 3.41152 -0.081
C -0.77306 -1.53959 2.22512 -0.179
C -1.14005 -0.40516 1.21912 -0.278
C -2.60523 -0.62583 0.68330 -0.184
C -2.91479 -1.97866 0.09428 -0.081
C -1.16443 0.95268 1.97080 -0.344
O -1.94938 1.20424 2.87580 0.103
N -0.24010 1.93157 1.60809 0.215
C 0.64302 1.90677 0.54384 -0.541
O 1.31791 2.86668 0.16616 0.018
N 0.66925 0.67935 -0.10827 0.000
C -0.12527 -0.40810 0.07322 -0.494
O -0.01195 -1.32514 -0.75971 0.109
H -1.74722 -0.78319 3.98439 0.072
H -1.31524 -2.50873 4.05800 0.085
H -2.72551 -1.98182 3.11670 0.079
H 0.22991 -1.30223 2.60046 0.123
H -0.67007 -2.47901 1.66670 0.119
H -3.28588 -0.39509 1.51536 0.118
H -2.78811 0.15630 -0.06622 0.119
H -2.83297 -2.78297 0.82938 0.080
H -3.94132 -1.97244 -0.28285 0.087
H -2.23056 -2.18106 -0.73235 0.069
H -0.28941 2.81277 2.09192 0.168
```

=====

Record 2
Formula: C23H43N3O7S3
Source: the Open Molecules 2025 dataset
Level of theory: wB97M-V/def2-TZVPD

Summary:
SMILES = C[C@H](O)C[C@@H](C#N)[C@H](C#N)CCCCN.O=S1(=O)CCCC1.O=S1(=O)CCCC1.O=S1(=O)CCCC1
Orbital gap = 0.362 hartree
LUMO energy = 0.357 eV

The geometry in XYZ format:
```
79
Properties=species:S:1:pos:R:3:lowdin_charge:R:1
C -4.71045 -0.39842 -2.33844 -0.034
C -4.07918 0.97373 -2.13082 -0.432
O -4.74462 1.94743 -2.93340 -0.034
C -2.59043 1.01512 -2.47849 -0.113
C -1.71471 -0.06730 -1.82041 -0.240
C -0.30471 0.26170 -2.08043 -0.160
N 0.77986 0.53849 -2.31279 0.212
C -1.94668 -0.24778 -0.30038 -0.255
C -1.88384 1.04058 0.39860 -0.191
N -1.83858 2.04461 0.94407 0.209
C -1.00537 -1.28954 0.32698 -0.150
C -1.43781 -2.73510 0.02803 -0.180
C -0.32257 -3.57480 -0.60323 -0.204
C -0.86327 -4.79831 -1.33794 -0.280
N -1.26963 -4.47981 -2.71545 -0.008
H -5.78962 -0.26840 -2.43390 0.088
H -4.54543 -1.08677 -1.50932 0.071
H -4.34542 -0.85267 -3.26482 0.090
H -4.23607 1.33214 -1.11142 0.143
H -4.76442 1.63060 -3.84205 0.091
H -2.19023 1.99321 -2.20314 0.129
H -2.50627 0.92282 -3.56556 0.132
H -1.89216 -1.03370 -2.30395 0.150
H -2.96331 -0.62808 -0.17214 0.135
H -0.99316 -1.11699 1.40567 0.110
H 0.01382 -1.12149 -0.02718 0.099
H -1.76480 -3.22257 0.94834 0.101
H -2.28502 -2.76534 -0.67094 0.103
H 0.21290 -2.96244 -1.33674 0.111
H 0.40092 -3.88364 0.15226 0.086
H -0.10920 -5.58557 -1.35788 0.110
H -1.71342 -5.19904 -0.76944 0.111
H -1.07051 -5.24265 -3.34653 0.057
H -2.26266 -4.29772 -2.77157 0.053
O 1.53322 -2.97627 2.33474 -0.325
S 0.58661 -3.62031 3.21322 0.668
O -0.35175 -4.57466 2.67459 -0.324
C 1.46069 -4.30722 4.61300 -0.222
C 1.49809 -3.15989 5.61980 -0.208
C 0.09988 -2.52814 5.59700 -0.203
C -0.28025 -2.33011 4.12628 -0.214
H 2.43838 -4.64301 4.27507 0.109
H 0.87542 -5.15227 4.97491 0.108
H 1.76476 -3.51780 6.61274 0.117
H 2.24201 -2.41969 5.31788 0.119
H -0.61673 -3.19579 6.08008 0.117
H 0.08266 -1.57782 6.12717 0.115
H -1.34541 -2.43599 3.93260 0.105
H 0.07801 -1.37219 3.75139 0.072
O 3.81082 1.31803 3.80699 -0.321
S 2.40214 1.09030 3.59843 0.672
O 1.59422 0.58725 4.69096 -0.344
C 1.66110 2.56194 2.89593 -0.215
C 1.77166 2.35519 1.38622 -0.215
C 1.40452 0.88931 1.14378 -0.217
C 2.17035 0.04180 2.16338 -0.209
H 2.18382 3.43528 3.27828 0.108
H 0.61938 2.57559 3.21807 0.104
H 1.11830 3.03196 0.84263 0.087
H 2.79291 2.54560 1.05174 0.122
H 0.32822 0.76448 1.29253 0.065
H 1.63272 0.57870 0.12465 0.095
H 1.62320 -0.83867 2.47801 0.042
H 3.15661 -0.25517 1.81258 0.115
O 3.93398 4.74286 -2.11625 -0.317
S 2.51837 4.52218 -2.26743 0.665
O 1.72029 4.14572 -1.12825 -0.328
C 1.79632 5.94384 -3.08431 -0.231
C 1.89882 5.60839 -4.56833 -0.222
C 1.49169 4.13272 -4.69506 -0.212
C 2.24187 3.35426 -3.60813 -0.220
H 2.34588 6.83128 -2.77994 0.106
H 0.75929 6.01168 -2.75615 0.107
H 1.26088 6.25863 -5.16528 0.113
H 2.92777 5.74356 -4.90788 0.119
H 0.41514 4.03643 -4.54072 0.114
H 1.71854 3.73510 -5.68303 0.112
H 1.68012 2.51189 -3.20898 0.050
H 3.22295 3.02150 -3.94125 0.107
```

=====

Record 3
Formula: C14H22BaNO5P
Source: the Open Molecules 2025 dataset
Level of theory: wB97M-V/def2-TZVPD

Summary:
Orbital gap = 0.242 hartree
Total charge = +2
LUMO energy = -7.121 eV

The geometry in XYZ format:
```
44
Properties=species:S:1:pos:R:3:lowdin_charge:R:1
C 0.01012 0.94659 -3.69120 -0.042
C 1.19894 0.65620 -2.83174 -0.206
O 1.56194 -0.77642 -2.94058 -0.155
P 1.65148 -1.65961 -1.68314 0.412
O 2.16497 -3.02498 -2.13083 -0.653
C -0.08172 -1.79351 -1.00992 -0.258
C -0.26300 -2.44873 0.40000 -0.360
C -0.08023 -1.49608 1.57576 -0.104
C -1.07452 -0.35123 1.73822 -0.107
C -0.79409 0.61901 2.60270 0.085
C -1.69621 1.75014 2.88041 -0.337
O -1.35756 2.60008 3.64541 0.180
C -2.99692 1.78801 2.17730 -0.115
C -3.89242 2.95107 2.44351 -0.200
N -3.68666 4.05558 1.48463 0.042
C -3.27539 0.81421 1.31099 0.063
C -2.38600 -0.29238 1.02641 -0.325
O -2.70410 -1.14723 0.21300 0.085
O 2.53692 -1.09642 -0.55817 -0.185
C 3.87663 -0.51542 -0.86385 -0.169
C 4.93691 -1.22448 -0.05767 -0.038
H -0.83630 0.33414 -3.40214 0.081
H -0.26886 1.98108 -3.53582 0.101
H 0.22308 0.78365 -4.73750 0.096
H 2.06819 1.22566 -3.12592 0.134
H 0.98774 0.90817 -1.79527 0.117
H -0.52313 -0.81134 -1.05380 0.105
H -0.62156 -2.39746 -1.74278 0.079
H -1.25285 -2.88102 0.43970 0.117
H 0.44239 -3.28036 0.52447 -0.078
H -0.07564 -2.09525 2.47910 0.140
H 0.90615 -1.05112 1.49531 0.117
H 0.12984 0.62601 3.15750 0.142
H -3.68328 3.34246 3.42684 0.120
H -4.92209 2.62812 2.37428 0.124
H -2.73643 4.39752 1.57965 0.074
H -3.73735 3.68719 0.54177 0.069
H -4.21337 0.79976 0.78129 0.140
H 4.07763 -0.59634 -1.92332 0.124
H 3.80429 0.52708 -0.59634 0.130
H 5.66258 -0.49927 0.28432 0.095
H 5.47125 -1.94689 -0.65801 0.087
H 4.51340 -1.70504 0.81281 0.085
Ba 0.93523 -4.33111 -1.05738 2.187
```

=====

Record 4
Formula: C24H57N3O2
Source: the Open Molecules 2025 dataset
Level of theory: wB97M-V/def2-TZVPD

Summary:
SMILES = CCN(CC)CC.CCN(CC)CC.CCN(CC)CC.CC(C)=O.CC(C)=O
Orbital gap = 0.333 hartree
LUMO energy = 0.748 eV

The geometry in XYZ format:
```
86
Properties=species:S:1:pos:R:3:lowdin_charge:R:1
C 0.08572 -6.56851 -10.54592 -0.092
C -1.29951 -6.11367 -10.90402 -0.269
N -1.73313 -4.90328 -10.14783 -0.164
C -2.51576 -5.41511 -9.01388 -0.249
C -2.89556 -4.26536 -8.04241 -0.077
C -2.56838 -4.07354 -11.04452 -0.236
C -1.70438 -3.40527 -12.10869 -0.092
H 0.87714 -5.81118 -10.51762 0.049
H 0.43249 -7.34347 -11.23335 0.068
H 0.12050 -6.93806 -9.51426 0.076
H -1.37519 -5.96120 -11.98431 0.101
H -1.92179 -7.00650 -10.74207 0.113
H -3.47572 -5.85703 -9.32372 0.111
H -1.97437 -6.17828 -8.46431 0.107
H -3.93458 -3.94406 -8.00665 0.071
H -2.58666 -4.59827 -7.04714 0.068
H -2.31241 -3.35904 -8.20330 0.046
H -2.86652 -3.25642 -10.38063 0.081
H -3.43318 -4.66874 -11.35367 0.124
H -1.12954 -4.09363 -12.72716 0.069
H -1.04743 -2.64362 -11.69005 0.021
H -2.33551 -2.83489 -12.79881 0.077
C -0.43702 1.60877 -17.48000 -0.086
C 0.50832 1.50149 -16.27075 -0.266
N -0.16060 1.98480 -15.04118 -0.160
C -0.89315 0.83980 -14.43175 -0.240
C -0.09720 -0.24857 -13.74816 -0.090
C 0.88620 2.47868 -14.12246 -0.259
C 0.23848 3.20694 -12.94757 -0.084
H -1.46039 1.30162 -17.28814 0.060
H -0.04700 1.06058 -18.34149 0.068
H -0.36460 2.65935 -17.76808 0.069
H 0.88414 0.47714 -16.16062 0.100
H 1.35628 2.14302 -16.50659 0.105
H -1.47382 1.28826 -13.61486 0.086
H -1.59622 0.48726 -15.18212 0.110
H 0.52961 0.08901 -12.92268 0.068
H -0.70803 -1.04593 -13.32376 0.051
H 0.51125 -0.74852 -14.51154 0.072
H 1.55512 3.16123 -14.64052 0.109
H 1.46541 1.64302 -13.71575 0.099
H 0.96251 3.69027 -12.29144 0.078
H -0.32308 2.50656 -12.32321 0.032
H -0.54386 3.91747 -13.21878 0.078
C 1.35068 -3.04563 -11.14892 -0.092
C 2.86889 -3.05450 -11.01018 -0.245
N 3.44443 -4.38884 -11.18885 -0.192
C 4.87648 -4.46929 -10.88684 -0.251
C 5.77620 -3.54302 -11.72338 -0.081
C 3.16092 -4.97357 -12.49592 -0.257
C 3.11069 -6.51280 -12.48653 -0.086
H 0.99687 -2.08022 -10.78686 0.053
H 0.87147 -3.82943 -10.56708 0.064
H 1.07093 -3.05786 -12.20170 0.058
H 3.30403 -2.30376 -11.68292 0.108
H 3.15962 -2.77463 -9.99398 0.119
H 4.95503 -4.24833 -9.81519 0.111
H 5.23132 -5.50141 -10.91314 0.108
H 5.52811 -2.50010 -11.53346 0.063
H 6.79321 -3.60203 -11.32373 0.071
H 5.74383 -3.89128 -12.74957 0.061
H 3.80842 -4.60640 -13.30061 0.104
H 2.17795 -4.64621 -12.84190 0.094
H 3.28251 -6.89010 -11.47265 0.071
H 3.97048 -6.90824 -13.03370 0.064
H 2.19294 -6.99750 -12.80876 0.054
C -2.44719 0.93278 -10.85333 -0.011
C -2.26912 0.19712 -9.52552 -0.467
C -1.32117 -0.97554 -9.50739 -0.013
O -2.81322 0.60174 -8.52886 0.077
H -2.96326 1.86129 -10.61272 0.065
H -2.93151 0.40949 -11.67481 0.085
H -1.45494 1.26270 -11.17233 0.056
H -0.58248 -0.87741 -10.30039 0.050
H -1.88708 -1.89746 -9.66083 0.045
H -0.78573 -1.13130 -8.57174 0.098
C -2.78879 6.64555 -10.02836 -0.024
C -2.94983 5.23544 -10.58500 -0.498
C -4.18531 4.93460 -11.36712 -0.021
O -2.04343 4.44883 -10.41198 0.059
H -1.74850 6.84308 -9.79350 0.079
H -3.42349 6.82665 -9.15921 0.084
H -3.10747 7.36002 -10.79412 0.077
H -4.43550 5.74996 -12.04888 0.082
H -4.97205 4.93917 -10.60594 0.098
H -4.06110 4.04870 -11.98262 0.082
```

=====

Record 5
Formula: C4H16N3
Source: the Open Molecules 2025 dataset
Level of theory: wB97M-V/def2-TZVPD

Summary:
Orbital gap = 0.395 hartree
Total charge = +1
LUMO energy = -2.931 eV

The geometry in XYZ format:
```
23
Properties=species:S:1:pos:R:3:lowdin_charge:R:1
C -0.87352 -0.92948 1.75735 -0.091
N 0.01442 0.14064 1.27515 -0.143
C -0.54734 1.50771 1.46928 -0.276
N -1.00881 2.18311 0.28442 0.026
H -0.41768 -1.90057 1.56204 0.081
H -1.08899 -0.87946 2.82313 0.092
H -1.78753 -0.89863 1.16608 0.090
H 0.93793 0.09218 1.70818 0.130
H 0.17456 2.14074 1.97969 0.126
H -1.37182 1.40238 2.17490 0.120
H -0.26499 2.44074 -0.35989 0.070
H -1.63964 1.59484 -0.25581 0.070
C -0.01515 -1.90145 -1.58548 -0.014
N 0.44744 -0.50110 -1.34485 -0.115
C 1.85947 -0.26148 -1.64815 -0.031
H -1.08793 -1.91079 -1.45023 0.098
H 0.22539 -2.21998 -2.59663 0.101
H 0.50548 -2.53094 -0.86926 0.100
H 0.24560 -0.25555 -0.23306 0.109
H -0.17664 0.13780 -1.82341 0.148
H 2.47668 -0.79882 -0.92825 0.106
H 2.11635 0.78874 -1.51646 0.100
H 2.06697 -0.56257 -2.67017 0.103
```

=====

Record 6
Formula: C2H8NO
Source: the Open Molecules 2025 dataset
Level of theory: wB97M-V/def2-TZVPD

Summary:
Orbital gap = 0.269 hartree
Total charge = -1
LUMO energy = 4.464 eV

The geometry in XYZ format:
```
12
Properties=species:S:1:pos:R:3:lowdin_charge:R:1
O 0.23009 -0.34886 2.19873 -0.531
H 1.14573 -0.30177 2.44656 -0.166
C -1.10949 -0.49421 -0.64840 -0.239
N 0.27284 -0.25380 -0.44651 -0.213
C 0.62541 0.93826 -1.16012 -0.247
H -1.76437 0.19196 -0.25115 0.034
H -1.31159 -1.48853 -0.19091 0.083
H -1.31845 -0.52161 -1.75148 0.067
H 0.24715 -0.16024 0.61842 0.003
H 0.92343 1.97401 -0.69223 0.065
H 1.51932 0.81444 -1.95143 0.065
H -0.28735 1.39488 -1.84098 0.079
```

=====

| no. | calculated total energy (eV) |
| --- | --- |
| 1 | -25011.56262 |
| 2 | -75855.93538 |
| 3 | -36570.23063 |
| 4 | -34375.50445 |
| 5 | -8871.32701 |
| 6 | -5739.70402 |